Entry 1:
Here is an isolated molecule of CHCl2NO2 in a non-equilibrium geometry from OMol25. Energies are from ωB97M-V/def2-TZVPD.

CARTESIAN COORDINATES (ANGSTROEM)
O  1.0115  -1.4696  -0.4134
N  0.0191  -0.9445  -0.0136
O  -1.0360  -1.4784  0.2444
C  0.1790  0.5440  0.1216
Cl  -0.9014  1.1604  1.3037
Cl  -0.3863  1.2214  -1.5849
H  1.1140  0.9668  0.3422

HOMO-LUMO gap = 10.75 eV
SMILES = O=[N+]([O-])C(Cl)Cl
Energy relative to the best compared isomer or geometry (same formula, charge and spin) = 226.69 kJ/mol
2S+1 = 1
Total charge = 0

Entry 2:
Here is a structure of composition C35H32N6O2PS2Se2Zn from OMol25. Energies are from ωB97M-V/def2-TZVPD.

CARTESIAN COORDINATES (ANGSTROEM)
Zn  -0.7199  0.2720  -0.3990
C  -2.8846  -3.4087  1.1496
C  -2.5728  -2.2817  0.4053
N  -1.4581  -1.6049  0.6288
C  -0.6231  -2.0464  1.5710
C  -0.9671  -3.1606  2.3281
N  -2.0903  -3.8408  2.1244
C  0.6469  -1.2935  1.7372
C  1.7027  -1.7180  2.5133
C  2.8418  -0.9058  2.6005
C  2.8823  0.2697  1.8798
C  1.8061  0.5872  1.0460
N  0.7103  -0.1617  1.0398
C  1.7202  1.8197  0.2243
C  2.7656  2.7489  0.0850
N  2.6151  3.8809  -0.5689
C  1.4082  4.1118  -1.1177
C  0.3804  3.2101  -1.0038
N  0.5349  2.0694  -0.3217
C  4.0032  -1.3206  3.4211
C  4.4478  -2.6377  3.4165
C  5.5522  -2.9777  4.1809
N  6.2251  -2.1116  4.9371
C  5.7927  -0.8512  4.9373
C  4.7021  -0.4109  4.2060
H  -3.7950  -3.9668  0.9690
H  -3.2296  -1.9075  -0.3714
H  -0.3303  -3.5096  3.1319
H  1.6572  -2.6445  3.0685
H  3.7625  0.8950  1.8974
H  3.7475  2.5349  0.4852
H  1.2834  5.0461  -1.6491
H  -0.5944  3.3753  -1.4469
H  3.9606  -3.3798  2.7970
H  5.9237  -3.9968  4.1813
H  6.3496  -0.1591  5.5602
H  4.3900  0.6244  4.2601
O  1.4163  -1.8042  -5.1686
C  2.5208  -1.3821  -4.3695
C  2.4236  0.0792  -3.9265
C  2.5547  0.9889  -5.1628
O  3.8504  0.9981  -5.7583
C  3.5955  0.4094  -2.9862
Se  3.6318  -0.2879  -1.1385
C  1.0395  0.4278  -3.3532
Se  0.0783  -0.9703  -2.3292
H  0.6524  -1.8676  -4.5772
H  3.4122  -1.4986  -4.9881
H  2.6249  -2.0060  -3.4782
H  2.2539  2.0079  -4.8857
H  1.8755  0.6265  -5.9355
H  4.4764  1.2907  -5.0889
H  3.6865  1.4996  -2.9027
H  4.5176  0.0290  -3.4303
H  0.3662  0.6811  -4.1725
H  1.1396  1.3084  -2.7243
S  -2.7939  1.4472  -1.0521
P  -3.4327  1.5636  0.8584
S  -2.0730  1.6958  2.2733
C  -4.5303  0.1213  1.1610
C  -5.2960  -0.4134  0.1274
C  -6.1411  -1.4877  0.3690
C  -6.2238  -2.0360  1.6432
C  -5.4584  -1.5089  2.6737
C  -4.6119  -0.4334  2.4335
C  -4.6398  2.9464  0.9548
C  -5.4711  3.2352  -0.1251
C  -6.4160  4.2462  -0.0283
C  -6.5335  4.9796  1.1453
C  -5.7023  4.7007  2.2203
C  -4.7576  3.6856  2.1263
H  -5.2031  -0.0043  -0.8714
H  -6.7267  -1.9033  -0.4419
H  -6.8803  -2.8771  1.8304
H  -5.5148  -1.9416  3.6654
H  -3.9910  -0.0256  3.2226
H  -5.3609  2.6785  -1.0481
H  -7.0569  4.4673  -0.8732
H  -7.2674  5.7732  1.2194
H  -5.7850  5.2784  3.1334
H  -4.0948  3.4638  2.9540

HOMO-LUMO gap = 5.13 eV
Energy relative to the best compared isomer or geometry (same formula, charge and spin) = 76.72 kJ/mol
2S+1 = 1
Total charge = -1

Entry 3:
Here is a structure of composition C16H28CuNO4SSi2 from OMol25. Energies are from ωB97M-V/def2-TZVPD.

CARTESIAN COORDINATES (ANGSTROEM)
Cu  1.6504  0.6334  0.0820
C  -5.3439  1.7167  -0.1196
C  -3.9426  2.1281  0.2582
C  -3.7113  3.1744  1.1453
C  -2.4175  3.5372  1.4917
C  -1.3350  2.8535  0.9603
C  -1.5521  1.8348  0.0472
C  -2.8476  1.4761  -0.2989
S  0.3300  3.2217  1.6197
O  0.2694  2.5945  2.9301
O  0.3616  4.6815  1.6368
N  1.4409  2.5786  0.7292
C  1.8910  3.4034  -0.3954
C  3.0354  2.7195  -1.1790
O  3.7707  3.4535  -1.8599
O  3.1089  1.4532  -1.0938
H  -6.0836  2.1560  0.5516
H  -5.4513  0.6311  -0.0847
H  -5.5799  2.0388  -1.1376
H  -4.5596  3.7009  1.5727
H  -2.2256  4.3534  2.1780
H  -0.7004  1.3108  -0.3695
H  -3.0024  0.6633  -1.0016
H  2.2262  4.3874  -0.0671
H  1.0828  3.5673  -1.1298
C  3.3036  -2.9838  0.5875
Si  1.6874  -2.2608  1.2877
C  2.1218  -1.2085  2.8075
C  0.7975  -3.7997  2.0250
C  0.7176  -1.2444  0.0990
Si  0.3396  -1.8229  -1.6009
C  1.7532  -2.7333  -2.4922
C  -1.1243  -3.0684  -1.7466
C  -0.1683  -0.4209  -2.7906
H  3.9500  -3.3729  1.3789
H  3.8525  -2.2078  0.0477
H  3.1009  -3.7979  -0.1130
H  2.6961  -1.7372  3.5754
H  1.2051  -0.8273  3.2659
H  2.6904  -0.3315  2.4870
H  1.4378  -4.3420  2.7285
H  0.4959  -4.4994  1.2388
H  -0.1074  -3.5000  2.5623
H  -0.2338  -1.0102  0.6026
H  1.9661  -3.6912  -2.0102
H  2.6658  -2.1320  -2.4633
H  1.5058  -2.9302  -3.5386
H  -0.8193  -4.0615  -1.4016
H  -1.4772  -3.1627  -2.7783
H  -1.9703  -2.7520  -1.1285
H  0.5847  0.3724  -2.7675
H  -1.1228  0.0297  -2.5059
H  -0.2627  -0.7727  -3.8227

HOMO-LUMO gap = 5.87 eV
2S+1 = 1
Total charge = -2

Entry 4:
Here is a cluster of 3 separate species, C17H30ClI2N4O4PS in total in a non-equilibrium geometry from OMol25. Energies are from ωB97M-V/def2-TZVPD.

CARTESIAN COORDINATES (ANGSTROEM)
C  -2.8659  3.1325  0.9053
C  -2.0291  1.9409  0.0827
C  -0.4051  2.2787  0.0784
I  0.5588  1.8098  2.0363
C  0.4034  1.6223  -1.1986
C  0.3043  0.0059  -1.6139
P  -0.7849  -1.2501  -0.6374
O  -2.0483  -1.8080  -1.7546
O  0.0950  -2.7072  -0.2455
C  1.1449  -0.6416  -2.9067
Cl  1.0273  -2.4690  -3.3776
C  2.0947  0.2927  -3.8619
N  2.9212  -0.0047  -5.0935
S  3.7630  1.4318  -5.7270
N  3.1557  2.5451  -4.4796
C  2.2308  1.8796  -3.4731
C  1.4230  2.5205  -2.1732
I  1.8064  4.6903  -1.8209
H  -4.0039  3.1270  0.6009
H  -2.6945  2.9882  2.0690
H  -2.4510  4.2191  0.6555
H  -2.2807  0.9335  0.6657
H  -2.4470  1.8533  -1.0184
H  -0.3384  3.4685  0.0060
H  -2.8052  -1.1296  -1.7710
H  -0.6133  -3.3601  0.0951
C  -2.1118  4.8606  4.4115
O  -3.2578  4.0451  4.2199
C  -3.8347  3.5453  5.4308
C  -4.7893  4.5369  6.1344
C  -4.0633  5.6426  6.8965
N  -5.7286  5.1499  5.1833
H  -1.5024  4.5284  5.2558
H  -2.4112  5.9019  4.5389
H  -1.5012  4.8037  3.5048
H  -4.4220  2.6675  5.1336
H  -3.0566  3.1809  6.1113
H  -5.3698  3.9670  6.8702
H  -3.6423  6.4044  6.2348
H  -4.7575  6.1579  7.5716
H  -3.2519  5.2312  7.5060
H  -6.2727  4.4090  4.7394
H  -5.1727  5.5336  4.4129
C  5.6257  -7.3987  -4.4714
O  4.3644  -7.8562  -4.0078
C  3.9352  -7.2577  -2.7805
C  3.2537  -5.8807  -2.9512
C  4.2390  -4.7418  -3.2015
N  2.2606  -5.9001  -4.0357
H  6.3167  -7.1854  -3.6519
H  5.4950  -6.5194  -5.1036
H  6.0636  -8.1867  -5.0924
H  3.1936  -7.9497  -2.3622
H  4.7593  -7.2145  -2.0592
H  2.7323  -5.6543  -2.0130
H  4.6427  -4.7494  -4.2176
H  3.7428  -3.7731  -3.0649
H  5.0775  -4.7871  -2.4988
H  1.5552  -6.6054  -3.8188
H  2.7270  -6.2750  -4.8672

HOMO-LUMO gap = 6.34 eV
SMILES = CC[C@@H](I)c1c(P(O)O)c(Cl)c2nsnc2c1I.COC[C@@H](C)N.COC[C@@H](C)N
Energy relative to the best compared isomer or geometry (same formula, charge and spin) = 1189.23 kJ/mol
2S+1 = 1
Total charge = 0

Entry 5:
Here is a cluster of 2 separate species, C3H4BrFO in total in a non-equilibrium geometry from OMol25. Energies are from ωB97M-V/def2-TZVPD.

CARTESIAN COORDINATES (ANGSTROEM)
C  1.4039  -0.0968  0.5202
C  1.5443  1.3250  0.7518
C  -1.0492  -0.7904  1.0465
O  1.9762  -0.9759  -0.0274
F  2.9161  1.7027  0.4736
Br  -2.0742  0.4900  0.0285
H  1.4093  1.8058  1.7307
H  0.8275  1.6395  0.0884
H  -1.2217  -0.9903  2.1614
H  -0.9111  -1.6215  0.3405

HOMO-LUMO gap (spin up / spin down) = 8.05 / 8.62 eV
Energy relative to the best compared isomer or geometry (same formula, charge and spin) = 408.11 kJ/mol
2S+1 = 1
Total charge = 0

Entry 6:
Here is a structure of composition C30H35BMnN10O2Te from OMol25. Energies are from ωB97M-V/def2-TZVPD.

CARTESIAN COORDINATES (ANGSTROEM)
Mn  0.2766  -0.5594  -0.0431
C  3.8290  -1.3626  2.2991
C  2.5640  -1.7195  1.8252
N  2.0744  -0.7513  1.0606
N  2.9895  0.2360  1.0261
C  4.0554  -0.1079  1.7660
B  2.6619  1.5478  0.2454
N  1.3677  2.1344  0.8537
C  1.1692  3.2901  1.5107
C  -0.1562  3.3534  1.8884
C  -0.7088  2.1612  1.4146
N  0.2147  1.4401  0.7913
N  2.3800  1.1950  -1.2252
C  2.9893  1.6335  -2.3415
C  2.3841  1.0366  -3.4275
C  1.3911  0.2250  -2.8692
N  1.3997  0.3326  -1.5493
H  4.4839  -1.9343  2.9317
H  1.9895  -2.6165  1.9896
H  4.8945  0.5595  1.8585
H  3.5648  2.3221  0.3330
H  1.9786  3.9867  1.6457
H  -0.6504  4.1449  2.4218
H  -1.7142  1.7842  1.5089
H  3.8010  2.3372  -2.2805
H  2.6218  1.1698  -4.4672
H  0.6824  -0.4306  -3.3474
O  -2.1564  -3.2824  -2.1293
C  -1.2536  -2.6287  -1.6266
O  -1.3155  -1.4586  -1.1309
C  0.1515  -3.2227  -1.5855
C  0.4402  -4.4534  -2.1567
C  1.7574  -4.8727  -2.1966
C  2.7379  -4.0295  -1.6912
C  2.3566  -2.8258  -1.1279
N  1.0839  -2.4372  -1.0423
H  -0.3760  -5.0303  -2.5678
H  2.0243  -5.8274  -2.6305
H  3.7849  -4.2955  -1.7331
H  3.0970  -2.1402  -0.7357
C  -1.7658  3.3328  -2.1663
Te  -2.2044  1.2928  -1.6138
C  -2.2677  1.0188  -3.7427
C  -2.5372  2.3755  -4.3354
C  -3.0218  2.5201  -5.6303
C  -3.2625  3.7791  -6.1592
C  -3.0168  4.9079  -5.3923
C  -2.5316  4.7713  -4.1007
C  -2.2892  3.5124  -3.5633
H  -0.6834  3.4740  -2.1390
H  -2.2194  4.0404  -1.4743
H  -3.0358  0.2965  -4.0093
H  -1.3036  0.6383  -4.0817
H  -3.2213  1.6365  -6.2248
H  -3.6503  3.8781  -7.1648
H  -3.2116  5.8933  -5.7954
H  -2.3452  5.6517  -3.4969
C  0.0262  -0.2022  5.7027
C  1.0036  0.0675  4.5767
N  0.2929  -0.0391  3.3226
C  -0.6089  -1.0236  3.0271
N  -0.8668  -1.2808  1.7770
C  -1.9381  -2.2465  1.5085
C  -2.9480  -2.3679  2.6326
C  -2.2064  -2.6530  3.9181
N  -1.2155  -1.6105  4.1120
C  -0.6298  -1.5450  5.4410
H  -0.7332  0.5813  5.7232
H  0.5361  -0.2161  6.6661
H  1.8435  -0.6403  4.6278
H  1.4185  1.0742  4.6415
H  0.7644  0.3106  2.5055
H  -1.4901  -3.2297  1.3099
H  -2.4410  -1.9488  0.5944
H  -3.6602  -3.1602  2.4022
H  -3.5057  -1.4340  2.7378
H  -1.7349  -3.6447  3.8810
H  -2.8761  -2.6406  4.7817
H  0.1051  -2.3521  5.5765
H  -1.4335  -1.7222  6.1584

HOMO-LUMO gap (spin up / spin down) = 7.43 / 7.48 eV
Energy relative to the best compared isomer or geometry (same formula, charge and spin) = 91.32 kJ/mol
2S+1 = 2
Total charge = 0

Entry 7:
Here is an isolated molecule of C3H8ClNO in a non-equilibrium geometry from OMol25. Energies are from ωB97M-V/def2-TZVPD.

CARTESIAN COORDINATES (ANGSTROEM)
C  1.4324  -0.5691  -0.7975
C  0.4313  -0.2386  0.2191
N  -0.8973  -0.1860  -0.3334
Cl  -1.5013  -1.7948  -0.2418
C  -1.8868  0.8355  0.3926
O  -2.6366  1.5933  -0.5229
H  1.3233  0.0150  -1.6838
H  2.4974  -0.5063  -0.5749
H  1.2906  -1.5641  -0.9676
H  0.3991  -1.0142  0.9513
H  0.6852  0.6252  0.7051
H  -2.4080  -0.0457  0.9163
H  -1.1222  1.4260  0.9592
H  -3.1180  0.9204  -0.9787

HOMO-LUMO gap = 10.07 eV
SMILES = CCN(Cl)CO
Energy relative to the best compared isomer or geometry (same formula, charge and spin) = 307.59 kJ/mol
2S+1 = 1
Total charge = 0

Entry 8:
Here is a cluster of 2 separate species, C4H5Cl3N in total in a non-equilibrium geometry from OMol25. Energies are from ωB97M-V/def2-TZVPD.

CARTESIAN COORDINATES (ANGSTROEM)
C  0.1908  -0.2678  -2.1111
C  -0.3313  -0.0431  0.2065
C  -0.0730  0.1474  1.5662
C  -2.4921  0.1358  -0.2403
N  0.0641  -0.3255  -0.8431
Cl  -3.0172  -0.9948  0.8664
Cl  -2.6690  -0.2618  -1.8915
Cl  -3.0518  1.7922  0.1866
H  0.5260  -1.1759  -2.5665
H  0.0439  0.6431  -2.6355
H  0.9861  0.6784  1.8373
H  -0.9238  0.6457  1.9169
H  -0.1009  -0.7549  2.0750

HOMO-LUMO gap (spin up / spin down) = 7.85 / 7.84 eV
Energy relative to the best compared isomer or geometry (same formula, charge and spin) = 0.00 kJ/mol
2S+1 = 1
Total charge = +1